--- a ---
ORCA calculation (the ωB97M-V functional and the def2-TZVPD basis) on the molecule C5H7NS2.

```
15
C5H7NS2 | the Open Molecules 2025 dataset | the ωB97M-V functional and the def2-TZVPD basis
C -3.41768 -0.08402 0.01474
C -1.91422 -0.04003 0.00369
C -1.04717 -1.16777 -0.00650
C 0.23485 -0.72048 -0.02429
S 1.79356 -1.56312 -0.02164
N 0.20288 0.66576 -0.00495
S 1.53975 1.70677 -0.06986
C -1.13236 1.06512 0.00024
H -3.79333 -0.58498 0.88349
H -3.82024 0.94537 -0.00230
H -3.81720 -0.58538 -0.88053
H -1.31950 -2.22907 -0.00473
H 1.24688 -2.71917 0.34255
H 1.79932 1.76188 1.23869
H -1.38958 2.13583 -0.00573
```

Computed properties:
LUMO energy: 0.67 eV
HOMO: -0.2896 hartree

***

--- b ---
ORCA calculation (the ωB97M-V functional and the def2-TZVPD basis) on the molecule C5H7NS2.

```
15
C5H7NS2 | the Open Molecules 2025 dataset | the ωB97M-V functional and the def2-TZVPD basis
C 1.12717 -0.04356 2.79430
N 0.62172 -0.34291 1.65993
S -1.03020 -0.11432 1.30726
C -0.87250 -0.52378 -0.40166
C -0.09243 -1.78838 -0.74977
C 0.49624 -0.98038 -2.01381
C 0.03845 0.30480 -1.30615
S 0.34650 1.87310 -1.37520
H 2.23484 -0.22727 2.89848
H 0.51822 0.27619 3.64468
H -1.93487 -0.69342 -0.84328
H 0.72749 -2.02060 -0.12557
H -0.64057 -2.74729 -0.90840
H 1.58788 -1.05767 -2.19753
H -0.08745 -1.08214 -2.93832
```

Computed properties:
LUMO energy: -0.14 eV
HOMO: -0.3134 hartree

***

It turns out a is the most stable, with the second structure 167.7 kJ/mol higher.